Density functional theory data (ωB97M-V/def2-TZVPD) for a structure of composition C39H62AlF15O12PSi.

For the energy, the calculation gives -130545.8810 eV. The HOMO-LUMO gap is 5.26 eV. The value obtained for the highest occupied orbital energy is -3.503 eV. Its LUMO energy is 1.8 eV.

Geometry as ORCA input:
```
! wB97M-V def2-TZVPD RIJCOSX def2/J DEFGRID3
* xyz -1 1
P -1.501 -6.861 3.238
Si -2.149 2.626 -1.256
Al -1.255 -5.358 5.066
F 3.964 1.726 -2.740
F 0.472 2.706 -13.230
F 0.805 0.614 -12.788
F -2.388 -3.047 8.426
F -2.524 -2.140 10.392
F 3.607 3.437 -1.454
F 0.087 5.713 2.244
F -1.002 1.598 -12.102
F 2.162 -0.270 -6.299
F 4.092 -0.289 -5.313
F 1.941 2.287 -2.204
F 2.348 0.445 -4.267
F 1.533 7.193 2.876
F -3.474 -1.197 8.688
F 1.559 5.208 3.748
O 0.499 -3.892 3.273
O 2.250 -2.106 -3.438
O 1.869 3.003 -10.955
O 2.570 0.215 -0.714
O 0.625 1.365 -10.027
O 3.907 1.602 0.466
O 3.539 5.825 1.767
O -0.119 -1.603 8.347
O 1.834 -4.036 2.763
O -1.264 0.151 9.183
O 1.984 4.673 0.633
O 2.651 -2.769 -5.558
C 0.308 1.763 -12.309
C -0.172 -8.132 3.561
C -1.371 1.435 -0.031
C -1.934 1.282 2.441
C 2.452 -4.149 -5.185
C -2.169 1.027 -5.663
C 0.604 2.727 -7.994
C -3.096 -7.803 3.478
C -2.130 1.936 -3.007
C 2.511 -1.885 -4.581
C 2.777 -0.469 -5.122
C 1.039 2.145 -11.008
C -2.398 -1.259 2.712
C -2.511 2.345 -5.397
C -1.105 -1.115 8.807
C 2.311 5.399 1.522
C -2.486 2.783 -4.074
C -1.360 4.325 -1.215
C -3.974 2.815 -0.791
C -2.914 -4.217 5.212
C -2.402 -1.901 9.074
C 3.192 2.208 -1.754
C -0.122 1.002 8.984
C 4.521 5.354 0.817
C 1.242 1.578 -8.738
C -0.038 1.478 7.550
C 1.348 5.893 2.618
C -1.828 0.164 -4.618
C 3.278 1.307 -0.510
C -1.801 0.608 -3.298
C 0.441 -4.264 4.670
C 0.980 -4.497 -5.137
C -1.236 2.102 1.362
C -1.356 -0.132 2.581
C 2.506 -0.732 0.375
C 4.589 6.243 -0.406
C -2.291 -2.051 4.011
C 1.459 -0.325 1.389
C -3.097 -3.341 3.958
H -0.288 -8.979 2.895
H -2.047 5.062 -1.627
H 3.649 6.233 -0.958
H -2.867 -3.549 6.067
H 4.788 7.275 -0.113
H -0.449 4.384 -1.804
H -2.068 0.608 0.089
H -1.706 3.083 1.350
H -0.966 1.972 7.258
H -2.796 3.041 -6.167
H -2.948 -8.750 3.993
H 1.088 0.656 -8.189
H 0.489 -0.198 0.907
H -3.801 -4.839 5.320
H 1.366 -1.092 2.157
H 5.468 5.365 1.351
H -0.469 2.564 -7.895
H 0.126 0.644 6.869
H -2.745 3.814 -3.873
H 0.783 0.477 9.286
H -3.566 -7.998 2.521
H 2.243 -1.679 -0.090
H -3.000 1.259 2.231
H -4.487 1.937 -1.172
H -2.811 -3.869 3.048
H -0.728 -0.354 1.723
H 1.031 2.799 -6.994
H 2.388 -3.620 3.439
H -0.193 2.224 1.637
H 4.298 4.323 0.561
H 0.756 3.678 -8.505
H -2.299 -1.957 1.885
H -1.823 1.792 3.397
H -2.672 -1.447 4.836
H 0.785 2.184 7.437
H 0.399 -3.324 5.232
H 2.315 1.719 -8.862
H -3.413 -0.868 2.647
H 0.782 -7.640 3.410
H 2.942 -4.343 -4.233
H -0.270 1.840 9.663
H 2.962 -4.725 -5.953
H -0.422 1.037 -0.375
H 5.384 5.909 -1.071
H -1.525 -0.070 -2.508
H -4.369 3.684 -1.308
H -4.134 2.883 0.279
H -1.587 -0.865 -4.833
H 0.469 -3.934 -4.357
H -0.202 -8.459 4.598
H -0.990 -6.150 6.465
H 0.502 -4.264 -6.089
H 1.722 0.617 1.869
H 1.345 -4.798 4.950
H -0.717 -0.183 3.458
H -2.171 0.693 -6.689
H 0.854 -5.559 -4.932
H -3.773 -7.205 4.082
H 3.492 -0.836 0.826
H -1.242 -2.263 4.197
H -1.128 4.649 -0.207
H -4.144 -3.050 3.825
*
```

Löwdin population analysis, charges in e, atoms 1 to 6: atom 1 (P): 0.68, atom 2 (Si): 0.58, atom 3 (Al): 0.19, atom 4 (F): 0.16, atom 5 (F): 0.17, atom 6 (F): 0.16

Density functional theory data (ωB97M-V/def2-TZVPD) for a cluster of 16 separate species, C39H62BF3N15O3 in total.

For the energy, the calculation gives -78770.9700 eV. The HOMO-LUMO gap is 5.91 eV. The value obtained for the highest occupied orbital energy is -4.894 eV. Its LUMO energy is 1.0 eV.

Geometry as ORCA input:
```
! wB97M-V def2-TZVPD RIJCOSX def2/J DEFGRID3
* xyz -1 1
F 3.980 -3.160 1.224
F 3.244 -1.912 -0.362
F 1.864 -2.912 0.956
O 2.908 -2.436 -3.098
O 2.919 -4.096 -0.508
O 2.476 -4.717 -3.599
N 1.085 3.578 -2.529
N -4.142 -1.435 -4.489
N -1.598 -4.831 -5.457
N -2.718 3.954 6.853
N 2.254 3.284 7.284
N -6.353 3.148 3.164
N -3.244 0.975 0.392
N -6.654 6.855 5.847
N 7.239 -1.636 -4.433
N 3.507 -8.998 -6.582
N 9.031 -1.790 0.657
N -3.498 -6.895 0.288
N -0.232 6.574 -3.802
N -0.312 9.478 4.041
N -0.835 4.026 2.396
C -6.185 -1.354 -2.871
C -1.007 2.009 7.154
C 3.195 -8.348 -5.683
C 0.633 -1.449 -3.312
C 3.968 -4.256 -1.559
C 7.061 -2.957 1.909
C 1.487 -3.845 -4.143
C -5.695 7.074 6.445
C 2.797 -7.538 -4.539
C -1.537 -2.753 -2.583
C 1.518 -2.701 -3.143
C -3.118 3.580 3.576
C -5.067 -1.396 -3.806
C 1.409 -0.182 -2.907
C 6.100 -0.905 -2.202
C -0.588 -1.558 -2.388
C 0.094 8.408 3.918
C 0.719 4.356 -1.762
C -1.976 3.084 6.987
C -0.112 5.785 -4.630
C 6.738 -1.330 -3.444
C 0.012 4.728 -5.624
C 8.158 -2.306 1.203
C -1.161 -6.596 1.408
C -1.231 -5.775 -6.003
C -2.471 -6.775 0.795
C 1.854 4.169 7.902
C -7.785 5.020 2.049
C -2.165 0.928 0.793
C 0.274 5.393 -0.837
C -6.987 3.972 2.672
C -0.827 0.899 1.371
C -1.508 -3.770 -1.428
C 0.602 7.051 3.762
C -1.842 3.827 2.918
C -0.764 -6.968 -6.700
C 2.998 -3.066 0.259
C -4.475 7.347 7.196
C 1.327 5.285 8.681
B 3.536 -3.790 -3.060
H -0.152 -1.616 -1.378
H -1.480 1.043 6.987
H -7.356 5.993 2.279
H -0.483 3.830 -5.258
H 1.883 -3.458 -5.103
H 1.532 7.061 3.198
H -2.456 -4.311 -1.331
H -4.719 7.593 8.228
H -8.803 4.984 2.433
H -7.802 4.878 0.970
H 0.300 5.006 0.182
H -3.937 3.681 2.867
H -1.255 -6.583 2.493
H -3.246 4.288 4.392
H 0.562 -4.397 -4.332
H -0.123 6.431 3.234
H -0.255 1.757 1.023
H -0.602 2.037 8.164
H 6.998 -4.004 1.618
H -0.709 -4.510 -1.569
H -0.737 5.711 -1.079
H -6.807 -2.239 -2.995
H -1.448 -7.217 -7.509
H 0.321 -1.315 -4.358
H -0.728 -5.654 1.070
H -6.787 -0.465 -3.049
H -0.187 2.139 6.449
H 6.118 -2.473 1.664
H 4.575 -3.837 -3.741
H 7.233 -2.889 2.982
H 5.018 -1.022 -2.272
H -3.834 6.466 7.177
H 0.941 6.248 -0.928
H 2.990 -8.084 -3.617
H -1.267 -3.293 -3.497
H -0.444 5.040 -6.562
H -3.141 2.570 3.980
H 0.229 -6.790 -7.112
H 6.347 0.140 -2.019
H 0.787 6.613 4.742
H 3.328 -6.586 -4.508
H -2.560 -2.399 -2.737
H -1.161 -0.621 -2.424
H 1.735 -7.308 -4.596
H 1.228 -3.174 -2.180
H 6.478 -1.505 -1.376
H 1.064 4.501 -5.789
H 2.217 0.049 -3.605
H -0.305 -0.018 1.106
H -3.951 8.188 6.743
H -0.500 -7.409 1.114
H -0.918 0.958 2.455
H 1.840 -0.295 -1.905
H 1.323 5.029 9.739
H -5.801 -1.326 -1.852
H 4.880 -3.746 -1.219
H -0.713 -7.806 -6.007
H 4.179 -5.332 -1.539
H 0.309 5.508 8.364
H 1.949 6.166 8.531
H -1.333 -3.260 -0.469
H 0.731 0.682 -2.880
*
```

Löwdin population analysis, charges in e, atoms 1 to 6: atom 1 (F): 0.08, atom 2 (F): 0.16, atom 3 (F): 0.14, atom 4 (O): -0.05, atom 5 (O): 0.04, atom 6 (O): -0.11

Density functional theory data (ωB97M-V/def2-TZVPD) for a structure of composition C39H62N7O13P2PtSSi2 at a distorted geometry.

For the energy, the calculation gives -126903.9567 eV. The value obtained for the relative energy (zero: lowest compared OMol25 entry of this formula, charge and spin) is 193.6 kJ/mol. The HOMO-LUMO gap (spin up / spin down) is 5.83 / 5.83 eV. The value obtained for the highest occupied orbital energy (spin up / spin down) is -9.803 / -9.804 eV. Its LUMO energy (spin up / spin down) is -4.0 / -4.0 eV.

Geometry as ORCA input:
```
! wB97M-V def2-TZVPD RIJCOSX def2/J DEFGRID3
* xyz 1 1
Pt -0.274 -0.172 0.099
S 0.455 1.809 -0.896
P 2.992 -1.567 0.267
P 2.722 0.875 1.908
Si -3.586 -0.096 -1.329
Si -2.746 -4.164 1.272
O 1.251 0.882 1.713
O 1.522 -1.723 0.421
O 3.085 0.011 3.163
O -1.685 1.236 0.777
O -4.647 0.467 6.221
O -4.980 -1.458 5.308
O -3.173 -2.496 1.026
O -1.565 3.602 1.967
O 3.384 2.293 2.039
O 3.834 -2.388 1.311
O -1.594 3.512 4.120
O 3.407 -2.042 -1.173
O -1.056 -1.628 1.452
N -1.840 3.059 3.015
N -0.132 2.386 -3.482
N -4.526 -0.329 5.316
N 0.100 0.192 -3.070
N -0.092 3.631 -3.118
N 0.141 -0.717 -2.242
N -2.348 -1.381 1.036
C -0.612 5.957 -3.407
C -2.116 -0.948 -0.379
C -3.212 1.358 4.096
C -5.024 0.187 -0.183
C 4.282 -0.063 4.000
C -3.089 1.458 -2.202
C 0.120 1.470 -2.596
C 3.558 0.131 0.482
C 0.369 -2.275 -4.147
C -1.377 4.377 -5.059
C -3.583 -4.619 2.859
C 4.386 1.136 4.917
C -1.214 6.985 -4.114
C 5.542 -0.263 3.180
C -3.764 0.098 4.135
C -0.943 -4.613 1.329
C -3.560 -0.807 3.111
C -3.566 -4.954 -0.188
C -0.695 4.657 -3.883
C 0.251 -4.415 -2.385
C 3.293 -3.659 1.831
C -1.895 6.719 -5.292
C -2.502 1.746 2.979
C 5.222 -1.436 -2.632
C 4.756 -2.423 -1.583
C 2.455 4.285 1.023
C 2.610 3.524 2.320
C 0.385 -4.648 -3.744
C -2.863 -0.396 2.013
C 2.515 -3.388 3.098
C 0.440 -3.571 -4.623
C 4.476 -4.576 2.037
C 3.361 4.337 3.352
C 0.168 -3.118 -1.900
C -1.977 5.413 -5.756
C -2.320 0.893 1.871
C 4.676 -3.842 -2.099
C -3.967 -1.443 -2.563
C 0.227 -2.042 -2.776
H 2.623 -4.072 1.073
H 4.401 4.456 3.040
H 3.182 -3.022 3.882
H 4.316 -4.515 -1.318
H 4.092 -0.949 4.601
H 0.257 3.873 -2.198
H 4.531 -1.444 -3.477
H -2.633 2.179 -1.518
H 3.981 -3.891 -2.941
H 0.081 -2.933 -0.837
H 4.134 -5.526 2.450
H 5.442 -1.116 2.507
H 3.413 1.374 5.350
H -3.096 -4.662 -1.132
H 1.852 5.177 1.200
H 6.218 -1.706 -2.984
H -4.788 -1.151 -3.224
H 5.079 0.909 5.729
H 2.908 5.326 3.431
H 5.259 -0.423 -2.226
H -0.846 -5.566 1.858
H -4.627 -4.693 -0.238
H 1.738 -2.643 2.922
H -3.582 -5.708 2.971
H 0.540 -3.746 -5.687
H -2.393 1.249 -3.013
H -3.498 -6.044 -0.102
H -3.978 1.920 -2.644
H 0.213 -5.251 -1.697
H 4.761 2.000 4.374
H -0.349 -3.861 1.848
H 6.377 -0.450 3.855
H 4.994 -4.770 1.098
H -0.528 -4.736 0.325
H -5.920 0.352 -0.790
H 3.334 3.873 4.334
H -3.079 -4.196 3.732
H 1.633 3.226 2.700
H 3.434 4.583 0.642
H 5.660 -4.181 -2.426
H -2.523 5.198 -6.666
H -1.155 7.998 -3.738
H -3.092 -1.652 -3.189
H -0.088 6.158 -2.479
H 5.768 0.638 2.603
H -1.878 -1.888 -0.871
H -2.363 7.524 -5.843
H 3.227 0.694 -0.396
H -4.624 -4.285 2.876
H -5.217 -0.672 0.464
H -3.947 -1.812 3.196
H 1.952 3.673 0.275
H 0.420 -1.427 -4.815
H 5.180 -4.124 2.738
H 4.644 0.175 0.570
H 2.049 -4.313 3.440
H -4.883 1.069 0.446
H 5.411 -2.385 -0.709
H -3.323 2.033 4.932
H -4.257 -2.372 -2.060
H 0.437 -5.662 -4.121
H -1.436 3.354 -5.406
*
```

Löwdin population analysis, charges in e, atoms 1 to 6: atom 1 (Pt): 1.20, atom 2 (S): 0.76, atom 3 (P): 0.48, atom 4 (P): 0.45, atom 5 (Si): 0.54, atom 6 (Si): 0.49